1.
Below is a structure of composition C43H37MnN5P2S, with properties calculated with ωB97M-V/def2-TZVPD.

```
! wB97M-V def2-TZVPD RIJCOSX def2/J DEFGRID3
* xyz 2 4
H 4.826 -1.944 2.922
H 2.803 -2.957 -3.573
H 5.721 0.328 3.241
H -1.554 -5.607 -2.792
C -1.962 0.400 3.554
H -6.248 4.058 1.645
C 4.887 -2.772 -3.148
C -0.881 -4.853 -2.424
Mn -0.549 -0.144 -0.247
H -2.660 0.069 -3.319
H 1.184 -0.091 4.751
H 0.640 -2.698 1.441
C 5.851 -2.313 -2.262
H -2.816 -3.147 1.159
H -2.358 1.015 6.852
C -5.750 3.061 -0.181
C 5.466 -1.733 -1.061
H -3.646 0.941 4.755
C 1.239 -4.134 -1.647
H 2.261 -4.315 -1.355
C 4.683 0.191 2.985
C -1.602 4.679 -3.407
H -1.966 5.693 -3.449
C 4.127 -1.563 -0.774
H 0.041 0.474 6.852
C 2.005 -0.169 2.373
C -1.871 0.750 5.928
H -6.706 3.260 -0.639
H -2.326 -3.289 -2.624
C -2.416 -1.168 -1.531
H -0.306 4.911 -5.092
H 2.464 -2.275 2.375
C -3.553 2.112 -0.288
N 2.974 2.504 -0.536
C -0.206 -2.130 1.842
H -0.620 -2.640 2.717
C -5.488 3.515 1.104
H 6.898 -2.404 -2.509
H 0.763 -6.194 -2.011
H 4.244 2.287 3.015
C 2.845 -1.272 2.493
H -2.311 2.398 1.442
C -1.182 -1.812 0.762
H -2.520 0.364 2.624
H -4.085 0.010 -2.229
P -2.217 1.295 -1.182
C -2.593 0.713 4.745
P 0.236 -0.338 2.008
C -0.663 4.240 -4.325
C -1.631 2.516 -2.390
H -4.050 3.639 2.687
H -2.815 4.173 -1.710
C 1.725 -1.742 -1.373
C 3.849 1.294 2.857
H 2.776 3.453 -0.271
N 2.278 0.377 -0.942
N 1.336 -0.559 -0.929
C -2.997 -0.011 -2.283
C 0.786 -2.811 -1.621
H 3.872 2.280 -0.934
C 0.128 0.142 4.747
C -4.256 3.274 1.692
C -0.659 2.081 -3.290
C 0.412 -5.174 -2.015
H 3.836 -1.101 0.155
C -0.597 0.127 3.557
H 6.206 -1.402 -0.347
C 4.181 -1.087 2.805
N -0.542 -2.551 -1.876
C -0.179 2.941 -4.256
C 2.011 1.584 -0.544
C -4.787 2.362 -0.884
C -2.379 -2.385 0.525
C -1.320 -3.557 -2.346
C -0.517 0.454 5.930
C -3.125 -1.836 -0.576
C -2.089 3.826 -2.430
H 1.853 1.975 2.466
H -0.278 1.065 -3.212
N -1.025 -1.322 -1.668
S 0.411 2.030 -0.027
H 5.192 -3.233 -4.076
H 0.566 2.599 -4.956
H -4.204 -1.845 -0.569
H -4.986 2.042 -1.897
C 2.513 1.120 2.549
C -3.286 2.573 0.999
C 3.148 -1.993 -1.672
C 3.543 -2.624 -2.857
*
```

As for the HOMO-LUMO gap (spin up / spin down): 6.0082 / 6.5812 eV. As for the expectation value of S²: 4.080. As for the LUMO energy (spin up / spin down): -6.785 / -6.468 eV. The calculated total energy comes out at -113358.6758 eV.

2.
Below is a structure of composition C43H37N2PPdSSi, with properties calculated with ωB97M-V/def2-TZVPD.

```
! wB97M-V def2-TZVPD RIJCOSX def2/J DEFGRID3
* xyz 2 5
C 1.152 -0.395 1.441
C -0.033 -0.291 4.115
C -0.805 -1.913 -4.269
H -1.000 -1.044 -4.891
H -2.277 -4.393 0.497
C 0.464 3.208 -4.825
H -0.218 -1.852 7.637
H -0.519 -2.864 -1.019
H -1.938 -0.221 6.922
H 1.731 -1.503 3.840
H 2.645 1.161 1.236
C 1.811 4.720 2.918
H 4.248 -0.287 0.055
C 1.729 -2.539 0.486
C -0.292 -4.168 -2.706
C -1.141 -0.502 6.244
H -3.437 -2.005 -2.794
H 2.398 2.580 -4.128
C -0.251 3.562 -0.592
H 2.432 4.169 4.877
H 1.430 6.228 0.694
C 1.143 4.346 1.723
H -3.016 -1.959 -0.307
C -2.767 -1.554 1.672
H 1.484 1.876 4.723
C -0.083 2.691 0.438
H -3.060 1.966 -1.171
H -3.724 -4.156 3.024
C -3.018 -3.755 0.971
H -0.103 -5.219 -4.567
C 0.598 3.045 1.629
H -1.581 3.610 -5.351
Pd -0.671 0.654 0.133
H 2.233 5.717 2.985
C 1.926 3.858 3.972
C 2.956 -2.011 0.087
C 0.319 4.860 -0.496
C -1.077 0.063 4.978
C 1.384 2.560 3.887
N -2.776 -2.273 2.780
C 0.996 5.236 0.624
N -2.804 -2.342 0.608
S -2.733 0.166 1.605
H 1.503 0.828 -2.655
C -0.564 1.208 -3.163
C -3.667 1.148 -1.542
C -0.173 -1.420 6.644
C -1.427 2.013 -3.925
H -6.915 0.410 -2.148
C 1.328 2.422 -4.067
Si -1.214 -0.171 -2.118
H -2.499 1.865 -3.886
C -0.556 -3.142 -4.869
C 3.284 -0.681 0.354
C -3.060 -0.035 -1.990
H -1.823 0.784 4.663
C 0.925 -1.226 4.510
C -0.540 -2.940 -2.103
H -0.116 -2.149 1.495
C 0.854 -1.782 5.782
H -5.494 2.231 -1.251
H -0.805 3.299 -1.484
C 0.751 2.162 2.737
H -5.886 -1.713 -2.880
H 1.491 -3.575 0.280
H 1.610 -2.489 6.103
H -4.006 -4.082 0.657
C -5.264 -0.912 -2.500
C -3.881 -1.074 -2.447
H -1.970 -4.226 2.852
H 0.863 3.974 -5.480
C -0.808 -1.798 -2.874
H -0.555 -3.221 -5.950
C -5.840 0.278 -2.083
P 0.057 0.544 2.534
H 0.198 5.547 -1.325
C 0.826 -1.739 1.152
C -5.041 1.308 -1.591
C -0.910 3.002 -4.756
C 2.391 0.132 1.019
H -2.751 -1.858 3.699
H 3.665 -2.644 -0.434
C 0.817 1.436 -3.240
C -0.300 -4.266 -4.091
H -0.090 -5.045 -2.102
C -2.871 -3.721 2.512
*
```

As for the HOMO-LUMO gap (spin up / spin down): 7.1043 / 5.0553 eV. As for the expectation value of S²: 6.026. As for the LUMO energy (spin up / spin down): -5.074 / -8.338 eV. Its energy relative to the best compared isomer or geometry (same formula, charge and spin) is 19.8 kcal per mole. The calculated total energy comes out at -79637.5004 eV.

3.
Below is a structure of composition C43H38N4O3PdS2Te, with properties calculated with ωB97M-V/def2-TZVPD.

```
! wB97M-V def2-TZVPD RIJCOSX def2/J DEFGRID3
* xyz -1 2
C 3.406 3.084 -1.811
H -4.179 -5.506 3.979
H 5.109 3.454 -3.058
H 1.564 2.579 -0.836
C 2.603 -3.891 -1.087
H 0.880 4.826 -2.524
C 0.632 -1.315 -3.032
H -3.188 -5.080 -0.169
H -1.510 7.151 -6.742
C -4.332 1.641 -0.307
H 3.527 0.225 -1.277
C 2.038 -2.688 -1.461
C -1.965 5.369 -5.636
H 3.184 -3.945 -0.177
H -4.374 -2.243 -0.516
O -1.968 -3.218 -1.420
C 4.401 0.002 1.987
H -2.887 6.235 -7.373
S -1.586 -2.667 -0.142
C 3.457 0.187 -0.196
C 1.121 -3.729 -3.423
C -2.462 -3.576 1.146
C -4.353 -1.166 -0.447
C -2.265 4.070 -6.015
H -2.798 3.900 -6.942
Te -0.509 1.387 -2.759
C -2.380 -3.098 2.441
H -3.054 7.195 -5.898
H -5.126 3.636 -0.426
C -0.910 4.494 -3.640
H 3.900 3.378 -0.894
C -5.521 -0.426 -0.615
N 2.231 0.281 0.302
H -4.306 -6.352 1.673
H 2.855 -5.967 -1.565
C 2.045 0.227 1.634
C -0.196 4.798 -2.356
C 4.576 0.042 0.602
H -0.503 5.767 -1.962
H -2.513 1.557 -6.709
H 2.193 1.645 -6.203
C -3.769 -5.437 1.880
C 2.422 -5.020 -1.868
C -2.257 1.595 -5.652
C -3.149 -4.740 0.855
C 3.433 2.734 -4.180
C -3.051 3.630 0.117
H 0.738 2.555 -5.766
N -1.959 -1.123 0.039
H 1.562 -5.809 -3.660
S 0.416 0.307 2.139
H -0.406 4.026 -1.618
C 2.092 2.645 -1.781
C -2.378 6.552 -6.465
H -1.831 -2.186 2.620
C 2.118 2.285 -4.160
C -1.929 2.812 0.306
H -0.971 3.232 0.595
C -5.529 0.946 -0.552
H 0.922 0.891 -5.216
O 0.018 -1.219 -4.116
C -3.005 -3.794 3.462
H 3.966 2.759 -5.122
H 5.257 -0.119 2.638
N 0.788 -0.284 -2.240
C -3.141 -0.530 -0.201
H -1.045 6.569 -4.130
C 1.287 -2.600 -2.631
H -2.960 4.701 0.219
H -2.949 -3.430 4.477
C 1.442 2.251 -2.940
Pd 0.023 -0.247 -0.325
C -1.894 2.986 -5.226
C 3.137 0.111 2.512
C -4.242 3.046 -0.221
H -6.445 1.502 -0.680
H 5.557 -0.039 0.158
H -6.445 -0.958 -0.801
C -3.133 0.908 -0.121
H 0.549 -3.644 -4.336
C 1.691 -4.931 -3.042
C -3.694 -4.963 3.180
H 2.179 -1.812 -0.835
C -1.199 3.186 -4.032
C 4.078 3.128 -3.020
H -3.114 1.244 -5.076
C 1.460 1.818 -5.417
N -1.962 1.509 0.155
O -0.189 -2.770 0.227
C -1.286 5.561 -4.444
H 2.951 0.088 3.574
H -1.431 0.911 -5.449
*
```

As for the HOMO-LUMO gap (spin up / spin down): 4.9760 / 5.6543 eV. As for the expectation value of S²: 0.842. As for the LUMO energy (spin up / spin down): 0.903 / 0.957 eV. The calculated total energy comes out at -89753.6630 eV.

4.
Below is a structure of composition C43H39GeHgN7S, with properties calculated with ωB97M-V/def2-TZVPD.

```
! wB97M-V def2-TZVPD RIJCOSX def2/J DEFGRID3
* xyz 0 1
H -3.965 0.572 -5.544
H 1.739 -6.030 1.041
H -3.002 0.431 0.333
H -5.302 2.066 -4.384
C 0.397 1.031 3.139
C 3.832 -0.505 -4.109
C -0.097 0.244 4.188
N 4.338 1.510 2.233
H -2.030 2.713 2.586
H 4.696 2.180 2.886
C -5.094 2.028 -3.311
H 4.922 0.257 -0.508
C -0.988 -1.965 1.638
H -3.723 1.388 -0.974
C -0.795 0.102 -3.411
H 3.941 1.813 1.365
C -1.229 4.266 -0.872
H -2.490 5.900 -0.249
N 2.177 -2.318 0.136
N 4.495 -0.069 3.899
C 1.418 -0.090 -3.564
H -1.798 0.306 -6.668
Hg 1.817 0.332 -0.328
C -2.034 0.240 -2.779
H 1.214 -2.725 -1.643
H 2.417 3.072 4.996
C 4.085 0.255 2.674
C -3.070 0.437 -4.939
N 4.621 -1.738 5.458
H -4.380 2.824 -3.076
N 3.460 -0.559 1.813
H -5.625 -0.487 -4.400
C 3.246 0.110 -1.838
C -1.865 -3.048 1.579
H -6.030 2.239 -2.779
C 1.388 -4.501 -0.424
H 3.533 -0.750 -5.122
H -3.826 -3.727 0.999
C 1.571 -3.157 -0.706
C 5.567 -0.258 -2.476
H 1.555 1.631 6.820
C -4.438 0.646 -1.350
C 4.602 0.054 -1.524
H -4.138 -0.343 -0.982
S 0.945 -0.028 -5.260
H -2.067 0.218 -1.691
H -0.040 2.514 -1.221
H 2.877 -4.447 2.617
C 1.232 1.466 5.798
C 0.321 0.457 5.505
H 0.878 -5.144 -1.134
C -1.858 0.282 -5.584
H 4.396 -2.666 5.757
C -0.712 0.121 -4.797
C 1.303 2.053 3.462
C -3.545 -1.633 0.596
C -3.144 -2.884 1.050
C 5.179 -0.548 -3.779
H 5.917 -0.811 -4.531
H -4.540 -1.498 0.185
N 0.427 -0.023 -2.745
C -4.540 0.657 -2.876
C 1.861 -4.985 0.783
H -1.550 -4.018 1.947
C -0.687 3.027 -0.520
C 2.863 -0.173 -3.154
C 4.250 -1.336 4.223
N 3.673 -2.263 3.431
C -2.067 4.936 0.020
H 0.000 -2.109 2.059
H -0.989 4.709 -1.834
H -3.005 4.890 1.954
H -5.163 -1.427 -2.968
C -5.513 -0.446 -3.309
H 1.687 2.694 2.673
Ge -0.091 0.781 1.241
H 6.618 -0.274 -2.202
C -0.975 2.442 0.722
C 2.493 -4.118 1.663
C 2.632 -2.787 1.302
H -5.418 0.876 -0.922
C 3.301 -1.800 2.244
C -3.177 0.428 -3.531
H -0.819 -0.540 3.986
C -2.356 4.369 1.258
C -2.669 -0.551 0.670
C 1.716 2.273 4.773
H 5.007 -1.068 6.096
C -1.378 -0.695 1.186
H -0.070 -0.168 6.302
C -1.809 3.137 1.607
H -6.503 -0.263 -2.875
*
```

As for the HOMO-LUMO gap: 7.8896 eV. As for the LUMO energy: 0.079 eV. Its energy relative to the best compared isomer or geometry (same formula, charge and spin) is 7.1 kcal per mole. The calculated total energy comes out at -127183.8175 eV.

5.
Below is a structure of composition C43H39N2O8PSiSn, with properties calculated with ωB97M-V/def2-TZVPD.

```
! wB97M-V def2-TZVPD RIJCOSX def2/J DEFGRID3
* xyz -2 1
H 4.821 0.185 -2.500
H 1.675 -2.482 -1.304
H -3.359 5.151 0.318
C 2.686 4.386 -3.300
H 1.578 -4.215 -3.030
H -1.109 -1.821 -2.989
C -3.760 -3.998 4.789
H -3.035 -2.092 -1.253
H -1.917 -0.645 -5.021
O -1.743 -1.236 3.586
H 2.572 -1.295 -6.004
C 2.064 -2.873 -4.642
H -3.585 -4.335 -0.387
C 5.364 -0.908 1.143
O -3.379 -2.372 2.540
H 0.581 4.037 1.181
C 2.453 -0.583 -3.985
C -0.745 4.837 -1.483
H -0.923 -2.364 5.592
O -2.294 2.093 3.514
H 0.016 -4.324 1.932
H -0.688 5.187 1.602
O -3.902 3.229 4.579
C 4.977 -0.100 -1.466
C -3.527 2.458 3.721
H -3.789 3.945 -0.918
C 1.890 -2.214 -2.333
C 3.449 2.790 -1.661
H -2.572 1.757 -4.826
O 2.248 1.444 1.206
C -2.646 -3.870 -0.103
H 0.621 1.699 -3.178
C 1.828 -3.199 -3.311
C -0.637 -3.861 1.202
H -1.172 5.837 -1.324
H 4.148 2.518 -0.880
H 5.503 -1.250 2.164
O -4.050 0.895 1.952
H 0.888 3.842 -4.353
C 6.441 -0.870 0.274
O -0.785 -0.733 -0.599
C -1.371 -0.771 -2.941
C -3.870 -4.840 5.890
C 2.421 1.912 -2.004
C 2.383 -1.563 -4.971
P 2.146 0.283 -1.180
C 3.023 -0.518 1.775
C -2.344 -2.607 -0.598
C -3.236 4.102 0.017
C -4.559 1.808 2.730
C 1.482 2.329 -2.958
Sn -1.971 0.555 2.059
N -1.192 1.974 -0.439
N 2.142 0.358 2.038
H -4.491 -4.009 3.988
C 1.625 3.543 -3.613
H 7.081 -0.423 -1.731
C 3.582 4.016 -2.306
H 1.382 1.866 1.280
O -5.713 2.177 2.718
H -3.713 3.474 0.777
H 4.389 4.684 -2.026
H -2.304 2.945 -2.707
H -1.081 -3.891 7.568
C -2.622 -2.161 3.493
H -0.950 4.542 -2.521
C 4.093 -0.501 0.732
C 6.247 -0.453 -1.038
C -1.836 -3.921 6.789
H 2.800 5.334 -3.811
H 2.709 0.429 -4.274
C -1.737 -3.074 5.691
C 2.192 -0.885 -2.647
H 0.536 -2.049 1.077
C -1.824 -0.113 -4.084
C -1.161 -1.987 -0.210
H 0.347 4.909 -1.377
C -1.243 -0.103 -1.739
C -0.499 4.133 1.357
H 1.991 -3.631 -5.414
C -2.168 1.228 -3.970
C 3.881 -0.110 -0.598
H 2.996 -1.362 2.461
C -2.008 1.904 -2.769
C -0.327 -2.600 0.717
C -1.471 1.305 -1.589
H 7.427 -1.165 0.616
C -1.789 -4.517 0.778
Si -1.437 3.637 -0.194
H -2.034 -5.501 1.162
C -2.699 -3.106 4.687
C -2.908 -4.802 6.896
H -2.999 -5.446 7.763
H -0.795 3.542 2.237
H -4.706 -5.527 5.968
*
```

As for the HOMO-LUMO gap: 5.5287 eV. As for the LUMO energy: 3.853 eV. Its energy relative to the best compared isomer or geometry (same formula, charge and spin) is 16.0 kcal per mole. The calculated total energy comes out at -87586.3404 eV.

What did we get for maximum force? Answer: 2.9, 1.1, 2.0, 1.1, 0.8 eV/Å, in the order shown.